Molecular formula: C4H11NO2
Method: DFT, wB97M-V/def2-TZVPD

```
18
Properties=species:S:1:pos:R:3:nbo_charge:R:1
C -0.763 -0.544 0.430 0.23
C 1.736 0.701 0.233 -0.21
C -0.147 1.551 -0.533 -0.18
C -1.281 -1.926 0.101 -0.63
N -0.849 0.370 -0.666 -0.61
O -1.408 -0.041 1.575 -0.72
O 2.194 -0.049 -0.874 -0.73
H -0.936 0.747 1.881 0.47
H 2.101 0.503 -1.659 0.46
H -0.687 -0.092 -1.552 0.38
H 0.404 -0.466 0.667 0.17
H 2.054 0.178 1.134 0.18
H 2.235 1.668 0.314 0.15
H -0.444 2.142 0.323 0.18
H 0.029 2.074 -1.467 0.20
H -2.360 -1.897 -0.072 0.22
H -0.789 -2.331 -0.783 0.21
H -1.089 -2.587 0.946 0.23
```

Calculated values
Spin multiplicity ... 1
Orbital gap ... 8.609 eV
E ... -9908.0979 eV
ΔE to the lowest compared entry with this formula, charge and spin ... 95.6 kcal per mole

---

Molecular formula: C4H11NO2
Method: DFT, wB97M-V/def2-TZVPD

```
18
Properties=species:S:1:pos:R:3:nbo_charge:R:1
C 0.005 -1.169 1.507 -0.73
C -0.832 -0.106 0.829 0.67
N -0.794 -0.107 -0.539 -0.44
C -1.591 0.890 -1.240 -0.42
C 0.366 -0.606 -1.284 -0.42
O -1.584 0.617 1.457 -0.62
H 1.057 -1.254 1.230 0.23
H -0.005 -1.035 2.580 0.24
H -0.458 -2.139 1.332 0.24
H -1.015 1.800 -1.406 0.19
H -2.414 1.145 -0.600 0.24
H -1.939 0.443 -2.170 0.20
H 0.480 -0.028 -2.187 0.21
H 1.297 -0.573 -0.719 0.21
H 0.230 -1.666 -1.510 0.20
H 2.920 1.746 1.227 0.47
H 1.659 1.053 0.784 0.47
O 2.617 0.988 0.708 -0.94
```

Calculated values
Spin multiplicity ... 1
Orbital gap ... 9.965 eV
E ... -9911.5421 eV
SMILES ... CC(=O)N(C)C.O
ΔE to the lowest compared entry with this formula, charge and spin ... 16.1 kcal per mole

---

Molecular formula: C4H11NO2
Method: DFT, wB97M-V/def2-TZVPD

```
18
Properties=species:S:1:pos:R:3:nbo_charge:R:1
C 1.047 -0.551 0.656 -0.22
C 0.255 -1.764 0.119 -0.44
C -0.683 -1.367 -0.979 -0.08
O -0.069 -1.225 -2.332 -0.74
N 0.084 0.446 1.136 -0.67
C 0.225 1.862 0.912 0.10
O -0.938 2.557 0.634 -0.70
H 1.653 -0.945 1.489 0.18
H 1.683 -0.171 -0.145 0.19
H -0.280 -2.308 0.912 0.22
H 0.938 -2.521 -0.305 0.21
H -1.390 -2.136 -1.288 0.19
H -1.204 -0.451 -0.715 0.18
H 0.880 -1.076 -2.251 0.45
H -0.187 0.157 2.063 0.37
H 0.734 2.215 1.823 0.15
H 1.058 1.987 0.196 0.14
H -1.361 2.151 -0.126 0.47
```

Calculated values
Spin multiplicity ... 1
Orbital gap ... 9.864 eV
E ... -9910.2298 eV
SMILES ... OCCCNCO
ΔE to the lowest compared entry with this formula, charge and spin ... 46.4 kcal per mole

---

Molecular formula: C4H11NO2
Method: DFT, wB97M-V/def2-TZVPD

```
18
Properties=species:S:1:pos:R:3:nbo_charge:R:1
C 0.122 0.258 -1.898 0.24
C -0.414 1.271 0.231 -0.31
C 0.845 -1.889 1.573 -0.24
C -1.861 0.898 0.179 -0.65
N 0.362 1.011 -0.852 -0.42
O 1.412 -0.613 1.440 -0.77
O 1.110 -0.131 -2.765 -0.67
H 1.972 0.142 -2.432 0.47
H 1.319 1.351 -0.767 0.41
H -0.837 -0.174 -2.097 0.19
H -0.136 2.162 0.776 0.19
H 0.688 0.034 1.272 0.47
H 0.116 -1.924 2.387 0.16
H 0.357 -2.210 0.641 0.15
H 1.657 -2.579 1.799 0.18
H -2.402 1.420 -0.619 0.19
H -1.976 -0.173 0.006 0.20
H -2.335 1.145 1.125 0.23
```

Calculated values
Spin multiplicity ... 1
Orbital gap ... 7.128 eV
E ... -9908.5074 eV
ΔE to the lowest compared entry with this formula, charge and spin ... 86.1 kcal per mole

---

Molecular formula: C4H11NO2
Method: DFT, wB97M-V/def2-TZVPD

```
18
Properties=species:S:1:pos:R:3:nbo_charge:R:1
C -1.076 1.477 -0.155 -0.07
O -0.817 2.728 0.496 -0.72
C -0.072 0.392 0.223 -0.08
C -0.452 -0.941 -0.449 -0.44
C 0.043 -2.136 0.340 -0.05
O 1.460 -2.245 0.285 -0.74
N 1.317 0.690 -0.126 -0.86
H -2.041 1.160 0.237 0.18
H -1.161 1.637 -1.235 0.16
H 0.094 3.011 0.298 0.46
H -0.111 0.256 1.298 0.20
H 0.025 -0.972 -1.427 0.21
H -1.523 -1.001 -0.640 0.21
H -0.387 -3.047 -0.061 0.17
H -0.253 -2.047 1.384 0.15
H 1.718 1.404 0.469 0.37
H 1.822 -1.344 0.154 0.49
H 1.412 0.977 -1.091 0.36
```

Calculated values
Spin multiplicity ... 1
Orbital gap ... 10.459 eV
E ... -9911.1170 eV
SMILES ... N[C@@H](CO)CCO
ΔE to the lowest compared entry with this formula, charge and spin ... 25.9 kcal per mole

---

Molecular formula: C4H11NO2
Method: DFT, wB97M-V/def2-TZVPD

```
18
Properties=species:S:1:pos:R:3:nbo_charge:R:1
C 1.346 -0.070 0.731 -0.63
C 0.475 0.203 -0.524 -0.06
C -0.064 1.622 -0.679 -0.07
O 1.201 2.439 -0.544 -0.72
N -0.681 -0.733 -0.723 -0.70
C -0.984 -1.925 0.129 0.09
O -1.421 -1.510 1.415 -0.74
H 2.004 -0.834 0.593 0.21
H 1.807 0.860 1.197 0.25
H 0.677 -0.302 1.598 0.18
H 1.253 -0.018 -1.348 0.17
H -0.721 2.003 0.187 0.18
H -0.744 1.628 -1.510 0.18
H 1.908 1.749 -0.788 0.46
H -1.580 -0.390 -1.179 0.38
H -1.719 -2.569 -0.430 0.19
H -0.035 -2.658 0.028 0.15
H -0.960 -0.752 1.804 0.48
```

Calculated values
Spin multiplicity ... 1
Orbital gap ... 9.745 eV
E ... -9908.8773 eV
SMILES ... C[C@H](CO)NCO
ΔE to the lowest compared entry with this formula, charge and spin ... 77.6 kcal per mole

---

Molecular formula: C4H11NO2
Method: DFT, wB97M-V/def2-TZVPD

```
18
Properties=species:S:1:pos:R:3:nbo_charge:R:1
C -1.431 1.332 -0.321 -0.70
C -0.680 0.298 -1.397 0.69
C 1.053 -1.319 -1.638 -0.43
C 0.406 -0.380 3.266 -0.27
H -0.818 1.609 0.564 0.21
H -2.261 0.923 0.050 0.21
H -1.762 2.160 -0.893 0.22
H 0.655 -0.012 0.004 0.41
H 0.588 -2.268 -1.983 0.22
H 1.327 -0.803 -2.568 0.21
H 2.075 -1.520 -1.080 0.20
H 1.975 0.966 2.808 0.48
H 0.092 -1.221 2.576 0.20
H 1.097 -0.885 4.001 0.19
H -0.475 0.322 3.701 0.19
N 0.215 -0.441 -0.763 -0.62
O -1.142 0.003 -2.505 -0.63
O 1.131 0.525 2.342 -0.77
```

Calculated values
Spin multiplicity ... 1
Orbital gap ... 9.851 eV
E ... -9909.9183 eV
SMILES ... CNC(C)=O.CO
ΔE to the lowest compared entry with this formula, charge and spin ... 53.6 kcal per mole

---

Molecular formula: C4H11NO2
Method: DFT, wB97M-V/def2-TZVPD

```
18
Properties=species:S:1:pos:R:3:nbo_charge:R:1
C 0.523 -1.540 -0.680 -0.43
N -0.617 -1.254 0.194 -0.43
C -0.387 -1.978 1.576 -0.43
C -0.851 0.162 0.414 -0.33
C -1.191 0.878 -0.896 0.44
O -0.681 1.972 -1.181 -0.51
H 1.455 -0.986 -0.319 0.19
H 0.165 -1.104 -1.621 0.19
H 0.607 -2.740 -0.880 0.21
H -0.492 -3.062 1.600 0.20
H 0.620 -1.692 1.961 0.19
H -1.301 -1.678 2.049 0.20
H -1.658 0.278 0.993 0.21
H -0.030 0.610 0.773 0.20
H -1.693 0.221 -1.552 0.12
H 2.212 2.653 0.564 0.47
H 3.100 1.803 -0.168 0.46
O 2.276 1.696 0.277 -0.93
```

Calculated values
Spin multiplicity ... 1
Orbital gap ... 9.497 eV
E ... -9908.9479 eV
SMILES ... CN(C)CC=O.O
ΔE to the lowest compared entry with this formula, charge and spin ... 76.0 kcal per mole

---

Molecular formula: C4H11NO2
Method: DFT, wB97M-V/def2-TZVPD

```
18
Properties=species:S:1:pos:R:3:nbo_charge:R:1
C -0.838 1.030 0.375 -0.08
O -1.270 1.854 -0.722 -0.74
C -0.631 -0.417 -0.134 -0.09
C 0.855 -0.749 -0.220 0.09
C 1.605 0.141 -1.212 -0.63
O 1.444 -0.712 1.061 -0.73
N -1.274 -1.411 0.700 -0.84
H 0.102 1.446 0.755 0.17
H -1.584 1.095 1.168 0.16
H -0.803 2.696 -0.678 0.47
H -1.062 -0.439 -1.130 0.21
H 0.876 -1.725 -0.710 0.17
H 2.598 -0.261 -1.384 0.21
H 1.038 0.274 -2.137 0.22
H 1.778 1.123 -0.790 0.20
H 1.958 -1.520 1.174 0.48
H -2.206 -1.100 0.965 0.36
H -0.781 -1.610 1.564 0.37
```

Calculated values
Spin multiplicity ... 1
Orbital gap ... 9.960 eV
E ... -9910.9460 eV
SMILES ... C[C@@H](O)[C@@H](N)CO
ΔE to the lowest compared entry with this formula, charge and spin ... 29.9 kcal per mole

---

Molecular formula: C4H11NO2
Method: DFT, wB97M-V/def2-TZVPD

```
18
Properties=species:S:1:pos:R:3:mulliken_spin:R:1
C 1.805 -1.124 -1.978 0.02
N 1.275 0.187 -1.769 0.82
C 1.614 0.728 0.621 0.11
C 0.604 0.648 -0.591 0.01
C -0.658 -0.132 -0.343 0.00
O -1.201 -0.691 -1.260 0.00
H 2.656 -1.286 -1.310 0.06
H 2.238 -1.247 -2.975 0.01
H 1.066 -1.922 -1.989 0.01
H 1.808 0.912 -2.246 -0.04
H 2.049 1.710 0.765 0.00
H 2.431 0.036 0.446 -0.01
H 1.021 0.325 1.440 0.00
H 0.183 1.622 -0.890 0.00
H -1.086 -0.242 0.664 0.00
H -3.200 0.667 3.401 0.00
H -3.897 -0.012 4.584 0.00
O -3.026 0.277 4.268 0.00
```

Calculated values
Spin multiplicity ... 2
Orbital gap (spin up / spin down) ... 9.977 / 5.749 eV
Charge ... +1
E ... -9901.8021 eV
ΔE to the lowest compared entry with this formula, charge and spin ... 27.5 kcal per mole

---

Molecular formula: C4H11NO2S
Method: DFT, wB97M-V/def2-TZVPD

```
19
Properties=species:S:1:pos:R:3:nbo_charge:R:1
C -0.484 -0.256 -0.139 -0.30
N 0.142 0.846 0.558 -0.08
C 0.702 0.734 1.828 -0.08
O 0.242 -0.386 2.709 -0.67
C -0.452 -0.342 -1.745 -0.40
C -1.433 0.463 -2.582 -0.51
S -0.990 -1.010 -5.156 -0.10
H -1.494 -0.318 0.267 0.27
H 0.043 -1.182 0.249 0.26
H 0.614 1.590 2.570 0.32
H 1.771 0.607 1.899 0.38
H -0.714 -1.317 -1.939 0.22
H 0.632 -0.079 -1.969 0.23
H -1.587 -0.012 -3.532 0.16
H -2.343 0.606 -2.149 0.22
H -1.059 1.499 -2.734 0.23
H 3.119 -0.542 4.523 0.44
H 0.902 -0.540 3.358 0.53
O 2.390 -0.360 3.983 -1.12
```

Calculated values
Spin multiplicity ... 1
Orbital gap ... 4.416 eV
E ... -20735.7698 eV
ΔE to the lowest compared entry with this formula, charge and spin ... 266.0 kcal per mole

---

Molecular formula: C4H11NO2S
Method: DFT, wB97M-V/def2-TZVPD

```
19
Properties=species:S:1:pos:R:3:nbo_charge:R:1
C -0.199 1.054 -0.873 -0.51
C -0.646 0.710 0.648 -0.40
C -1.711 -0.427 0.574 -0.55
S -3.350 0.169 0.019 -0.04
C 0.751 -0.074 -1.397 0.68
N 2.148 0.152 -1.098 -0.86
O 0.422 -1.020 -2.106 -0.60
H 0.561 1.851 -0.883 0.20
H -1.152 1.482 -1.402 0.27
H 0.195 0.454 1.237 0.21
H -0.992 1.694 0.992 0.22
H -1.310 -1.218 -0.157 0.25
H -1.811 -0.884 1.644 0.22
H -3.567 -0.968 -0.702 0.14
H 2.955 -0.485 -1.520 0.42
H 2.368 0.903 -0.674 0.36
H 1.000 -1.414 1.799 0.47
H 2.454 -0.731 1.635 0.48
O 1.884 -1.249 2.263 -0.95
```

Calculated values
Spin multiplicity ... 1
Orbital gap ... 9.794 eV
E ... -20745.5308 eV
SMILES ... NC(=O)CCCS.O
ΔE to the lowest compared entry with this formula, charge and spin ... 40.9 kcal per mole

---

Molecular formula: C4H11NO2S
Method: DFT, wB97M-V/def2-TZVPD

```
19
Properties=species:S:1:pos:R:3:nbo_charge:R:1
C -0.130 0.970 -0.798 -0.54
C -0.610 0.707 0.545 -0.40
C -1.674 -0.340 0.516 -0.51
S -3.376 0.023 -0.135 -0.06
C 0.832 0.050 -1.366 0.64
N 2.153 0.294 -1.253 -0.83
O 0.449 -0.857 -2.064 -0.61
H 0.013 2.093 -1.166 0.24
H -1.073 0.810 -1.370 0.26
H 0.331 0.348 1.037 0.18
H -0.901 1.630 1.085 0.23
H -1.317 -1.186 -0.023 0.23
H -1.756 -0.695 1.536 0.21
H -3.412 -1.222 -0.720 0.15
H 2.786 -0.361 -1.792 0.42
H 2.524 0.788 -0.428 0.39
H 1.088 -1.556 2.172 0.47
H 2.034 -0.296 1.859 0.46
O 2.040 -1.201 2.365 -0.93
```

Calculated values
Spin multiplicity ... 1
Orbital gap ... 9.742 eV
E ... -20745.7483 eV
SMILES ... NC(=O)CCCS.O
ΔE to the lowest compared entry with this formula, charge and spin ... 35.9 kcal per mole